Formula: C41H60BaN4O7P2S
Source: the Open Molecules 2025 dataset
Level of theory: ωB97M-V/def2-TZVPD

LUMO energy (eV): -1.2
Molecular weight (g/mol): 952.30
2S+1: 1
E_HOMO (eV): -7.0

Atoms and positions in Å:
Ba  -0.75444  -0.32049  -0.39045
C  0.69233  -1.44185  4.87191
C  -0.24452  -1.33384  3.67776
C  -0.05322  -2.52056  2.73250
P  -0.18823  0.21590  2.66242
C  -1.18318  1.46631  3.60747
C  -1.80321  2.44036  2.60921
C  -0.53869  2.23049  4.75871
C  1.55132  0.74977  2.55563
C  2.25929  1.12701  3.69862
C  3.57855  1.55647  3.68385
C  4.29590  1.93580  4.94798
C  4.20496  1.60117  2.44204
C  3.55188  1.22126  1.28666
C  2.21149  0.77710  1.29754
N  1.57161  0.41208  0.12751
C  2.39269  0.18980  -0.99857
C  2.47296  1.09159  -2.06798
C  1.74480  2.40179  -2.05268
C  3.24871  0.77285  -3.18620
C  3.93256  -0.42273  -3.29864
C  4.75197  -0.75389  -4.51526
C  3.85317  -1.31601  -2.22698
C  3.12506  -1.02206  -1.08646
C  3.14657  -1.95134  0.09016
H  0.56436  -2.41187  5.35828
H  0.48497  -0.67524  5.61959
H  1.74032  -1.35130  4.57665
H  -1.27784  -1.34224  4.04091
H  0.93664  -2.50431  2.26052
H  -0.80714  -2.52781  1.93611
H  -0.15017  -3.47103  3.26339
H  -1.97961  0.83665  4.01805
H  -1.05171  2.94403  2.00278
H  -2.38405  3.21048  3.12507
H  -2.48352  1.93128  1.92495
H  0.28683  2.85840  4.41605
H  -0.16289  1.56864  5.53940
H  -1.28710  2.88167  5.21575
H  1.76287  1.07954  4.65747
H  3.59499  2.06356  5.77407
H  4.84316  2.87448  4.83853
H  5.02068  1.17615  5.25229
H  5.23376  1.94151  2.37188
H  4.08223  1.27567  0.34396
H  1.05525  2.48111  -1.21725
H  1.18250  2.55262  -2.97989
H  2.44223  3.24003  -1.97035
H  3.29808  1.48843  -4.00278
H  4.61767  -0.00949  -5.30084
H  4.48499  -1.73021  -4.92694
H  5.81706  -0.79199  -4.27845
H  4.39898  -2.25395  -2.27545
H  3.64873  -2.88780  -0.15339
H  2.13913  -2.16195  0.45057
H  3.66738  -1.49283  0.93398
N  0.31296  -0.30801  -8.64181
C  0.11276  -0.31235  -7.51126
C  -0.14202  -0.32352  -6.09610
C  0.84520  -0.72714  -5.20989
C  0.54304  -0.72309  -3.85552
N  -0.63951  -0.34702  -3.37028
C  -1.58053  0.03535  -4.23880
C  -1.38664  0.06689  -5.60688
H  1.82492  -1.03633  -5.54458
H  1.28653  -1.06313  -3.14493
H  -2.52081  0.34693  -3.80419
H  -2.17533  0.38762  -6.27170
C  -2.18805  3.21376  -2.07570
C  -1.68208  4.34371  -1.21003
O  -0.62221  3.85558  -0.41686
C  -0.05477  4.86568  0.41062
C  1.23999  4.36618  1.00833
H  -2.94383  3.56434  -2.78180
H  -2.65312  2.42101  -1.48646
H  -1.36703  2.78189  -2.65279
H  -2.48415  4.74137  -0.57356
H  -1.32002  5.17102  -1.83460
H  -0.78191  5.15055  1.18157
H  0.13459  5.75724  -0.20172
H  1.11994  3.41611  1.53011
H  1.62661  5.09013  1.72723
H  1.99559  4.22153  0.23631
N  -3.79655  0.12190  -1.62503
C  -4.03701  -0.15789  -0.25189
C  -3.69388  -1.41382  0.23803
C  -3.84099  -1.71272  1.58635
C  -4.33846  -0.76596  2.46586
C  -4.69849  0.47937  1.96988
C  -4.53827  0.79581  0.62622
S  -4.52403  -1.14645  4.21474
O  -5.65756  -0.34688  4.62790
O  -4.71343  -2.58388  4.23109
O  -3.25049  -0.71307  4.78654
H  -4.36999  0.88764  -1.95663
H  -4.00224  -0.69217  -2.19195
H  -3.34430  -2.17073  -0.45479
H  -3.60253  -2.70310  1.95708
H  -5.12183  1.20446  2.65415
H  -4.82695  1.77785  0.26572
C  -2.79798  -5.06513  -0.43813
O  -1.93405  -4.87871  -1.57920
P  -1.23329  -3.42994  -1.74350
O  -0.00923  -3.36118  -0.69930
C  1.02002  -4.38220  -0.64814
O  -0.39736  -3.72124  -3.09843
C  -1.14368  -3.87763  -4.31263
H  -2.92099  -6.13652  -0.31375
H  -3.76730  -4.60167  -0.62149
H  -2.34869  -4.65165  0.46666
H  1.41574  -4.37940  0.36255
H  1.79996  -4.13263  -1.36276
H  0.58280  -5.35124  -0.88248
H  -1.66235  -2.94676  -4.55936
H  -1.86037  -4.69313  -4.22468
H  -0.42541  -4.10680  -5.09489

Formula: C41H60F3N2O15PS2
Source: the Open Molecules 2025 dataset
Level of theory: ωB97M-V/def2-TZVPD

LUMO energy (eV): -0.2
Molecular weight (g/mol): 973.03
SMILES: CCOCCc1ccc(P(C)CC)c2c1N(C)c1c(C(F)(F)F)cc(CCCCCOC(C)=O)c(N=C=S)c1S2.COC(=O)OC.COC(=O)OC.COC(=O)OC.COC(=O)OC
2S+1: 1
E_HOMO (eV): -7.7

Atoms and positions in Å:
C  -2.58810  -0.17764  6.83100
C  -1.12357  -0.64276  6.55041
O  -1.05320  -1.13659  5.21008
C  -1.03400  -2.56640  5.18602
C  -0.66534  -2.97838  3.69724
C  0.30138  -1.90449  3.16035
C  1.67970  -2.01308  3.53812
C  2.63355  -1.07389  3.11321
C  2.28898  0.05762  2.28933
P  3.72335  1.13928  1.86073
C  4.80304  0.00480  0.80719
C  3.35732  2.54079  0.70020
C  3.15031  2.11448  -0.80443
C  0.91206  0.14124  1.93558
C  -0.08897  -0.82005  2.33348
N  -1.47802  -0.71378  1.91983
C  -2.19195  0.36276  2.68936
C  -1.59864  -0.43307  0.51228
C  -2.49924  -1.17068  -0.31875
C  -3.37490  -2.32073  0.24393
F  -4.45363  -1.85963  0.91146
F  -3.75712  -3.14253  -0.77206
F  -2.59711  -3.06990  1.08373
C  -2.61068  -0.90431  -1.71384
C  -1.83339  0.10387  -2.35962
C  -1.97072  0.30912  -3.87654
C  -0.64644  0.60003  -4.65748
C  0.61357  -0.18091  -4.17440
C  1.27986  -1.06344  -5.28554
C  2.42765  -1.93967  -4.64776
O  2.27171  -3.31860  -5.11475
C  2.59424  -3.44235  -6.44874
C  4.06260  -3.77856  -6.83498
O  1.78644  -3.33775  -7.34188
C  -0.94216  0.84996  -1.54649
N  -0.05658  1.90414  -2.08681
C  -0.55411  2.99597  -1.81399
S  -0.84928  4.54226  -1.63805
C  -0.83762  0.57850  -0.15997
S  0.32444  1.48106  0.89564
H  -2.72267  0.77435  6.26830
H  -2.79373  0.01316  7.90158
H  -3.34155  -0.87388  6.40410
H  -0.48635  0.26154  6.67326
H  -0.79821  -1.44146  7.24752
H  -2.05408  -2.95324  5.40162
H  -0.25452  -2.96773  5.86631
H  -1.61293  -2.96460  3.13383
H  -0.12498  -3.94194  3.65644
H  1.97211  -2.85109  4.19452
H  3.67419  -1.21438  3.45096
H  4.15123  -0.43188  0.01456
H  5.61959  0.58052  0.32417
H  5.17568  -0.83461  1.41928
H  2.50208  3.17452  1.01827
H  4.23823  3.22402  0.71712
H  4.11824  1.89190  -1.29551
H  2.62129  2.89979  -1.38910
H  2.51531  1.20609  -0.84815
H  -3.08686  0.68387  2.11469
H  -1.51337  1.22125  2.87920
H  -2.56516  -0.07977  3.63326
H  -3.30157  -1.46182  -2.36320
H  -2.62561  1.20487  -4.01217
H  -2.53083  -0.53248  -4.33346
H  -0.43344  1.68680  -4.64245
H  -0.84927  0.36069  -5.72721
H  0.46132  -0.83231  -3.29157
H  1.37623  0.58240  -3.89195
H  1.73585  -0.44393  -6.07941
H  0.51700  -1.77359  -5.65106
H  2.36537  -1.97155  -3.54512
H  3.43532  -1.62072  -4.99061
H  4.62682  -4.07596  -5.93179
H  4.05582  -4.58195  -7.59805
H  4.51973  -2.88182  -7.29585
C  -1.49475  3.75660  -9.00190
O  -1.18059  4.97749  -8.33182
C  -0.64453  4.81461  -7.11983
O  -0.42007  3.76025  -6.58211
O  -0.40101  6.02329  -6.60766
C  0.17839  5.99556  -5.30361
H  -1.92041  4.01755  -9.96821
H  -0.59469  3.16398  -9.16436
H  -2.23190  3.18613  -8.43712
H  1.14470  5.49132  -5.32185
H  -0.49344  5.51167  -4.59474
H  0.33206  7.02540  -4.98861
C  2.44016  -0.31171  6.83611
O  3.60927  -1.06429  6.50916
C  4.11816  -1.75755  7.52987
O  3.68133  -1.79114  8.65078
O  5.19864  -2.41009  7.08924
C  5.85063  -3.20020  8.08321
H  2.11888  0.20650  5.93441
H  1.63808  -0.97293  7.16185
H  2.66205  0.43112  7.60261
H  5.18211  -3.97437  8.45933
H  6.20792  -2.57336  8.89990
H  6.70564  -3.67693  7.60887
C  -2.57126  -5.87556  0.10211
O  -2.28157  -7.25175  0.36259
C  -1.09614  -7.46194  0.93650
O  -0.29393  -6.61589  1.23680
O  -0.95279  -8.77873  1.12204
C  0.28098  -9.15185  1.73354
H  -3.55430  -5.83032  -0.36111
H  -2.59690  -5.30797  1.02772
H  -1.84112  -5.45252  -0.58769
H  0.36722  -8.71158  2.72687
H  1.12468  -8.85691  1.10986
H  0.28013  -10.23538  1.83049
C  -6.68083  9.12505  -1.57221
O  -6.00552  8.40476  -0.54114
C  -4.71303  8.17685  -0.78895
O  -4.11036  8.52020  -1.77228
O  -4.20570  7.50081  0.24574
C  -2.82013  7.18698  0.11435
H  -7.71498  9.24733  -1.25804
H  -6.23690  10.11113  -1.70697
H  -6.66271  8.56611  -2.50754
H  -2.22374  8.09697  0.04687
H  -2.65063  6.55144  -0.75496
H  -2.51880  6.64209  1.00644

Formula: C41H60F4O11S3
Source: the Open Molecules 2025 dataset
Level of theory: ωB97M-V/def2-TZVPD

LUMO energy (eV): 0.4
Molecular weight (g/mol): 901.11
SMILES: CCOS(C)(=O)=O.CCOS(C)(=O)=O.CCOS(C)(=O)=O.Fc1ccccc1.Fc1ccccc1.Fc1ccccc1.Fc1ccccc1.C1CCOC1.C1CCOC1
2S+1: 1
E_HOMO (eV): -9.1

Atoms and positions in Å:
C  5.86285  6.09733  -0.10519
C  7.14607  6.91393  -0.17456
C  6.75646  8.11267  -1.09799
O  5.79035  7.52475  -2.04758
C  5.08655  6.48135  -1.35814
H  5.39286  6.38267  0.83598
H  5.99124  5.01501  -0.11864
H  8.00204  6.41451  -0.62842
H  7.50126  7.34121  0.76319
H  7.62970  8.51811  -1.60903
H  6.25480  8.95371  -0.61935
H  4.97046  5.55650  -1.92321
H  4.06934  6.73937  -1.06349
C  0.84545  0.27872  -0.28314
C  -0.26999  1.24661  -0.39867
C  -1.27597  0.53619  -1.36801
O  -0.98814  -0.88243  -1.17035
C  0.30568  -1.11654  -0.45411
H  1.44758  0.29355  0.62533
H  1.50510  0.29045  -1.15079
H  0.12794  2.19827  -0.75095
H  -0.73899  1.49613  0.55311
H  -1.01655  0.82599  -2.38625
H  -2.30055  0.84051  -1.15417
H  0.88203  -1.92313  -0.90724
H  -0.10042  -1.45600  0.49874
O  -8.76878  0.73557  7.53045
S  -9.78924  0.27300  6.63797
O  -11.20479  0.66840  6.64320
O  -9.30085  0.45645  5.08626
C  -7.92361  0.55492  4.86286
C  -7.37786  2.12043  4.82344
C  -9.78428  -1.58245  6.80466
H  -7.82795  0.03126  3.91169
H  -7.36060  -0.09775  5.53004
H  -7.36386  2.78186  5.68970
H  -7.95347  2.81688  4.21375
H  -6.34814  2.20227  4.47550
H  -8.93344  -1.98453  6.25467
H  -10.70506  -2.01006  6.40790
H  -9.80260  -1.72711  7.88485
O  7.57159  -4.46369  -8.33539
S  8.27737  -3.25525  -8.70360
O  8.24516  -2.80192  -10.07356
O  7.81070  -1.97483  -7.68732
C  7.67246  -2.26558  -6.28373
C  8.13704  -1.08919  -5.44076
C  10.03625  -3.46484  -8.16854
H  8.15956  -3.22207  -6.09412
H  6.63037  -2.45967  -6.02979
H  7.80331  -1.27793  -4.42040
H  7.63552  -0.16620  -5.73171
H  9.20538  -0.87727  -5.48357
H  10.42749  -2.59026  -7.64880
H  10.49093  -3.58671  -9.15166
H  10.03358  -4.33133  -7.50727
O  2.55985  -8.97122  1.92699
S  3.43448  -9.39509  0.84838
O  4.42466  -8.44554  0.35842
O  4.25893  -10.80090  1.24475
C  5.09347  -11.34171  0.24839
C  5.82448  -12.60495  0.68690
C  2.52010  -9.96735  -0.65932
H  5.82685  -10.57943  -0.01461
H  4.44661  -11.46565  -0.62012
H  6.37206  -12.95950  -0.18635
H  5.05330  -13.35540  0.86075
H  6.50656  -12.55482  1.53563
H  3.23832  -9.87457  -1.47395
H  1.69800  -9.30255  -0.92447
H  2.20203  -11.00467  -0.55492
F  5.42563  2.42452  5.60327
C  4.98170  1.12798  5.67965
C  5.51989  0.16024  4.74123
C  4.92609  -1.09152  4.74807
C  4.02135  -1.44527  5.76260
C  3.67293  -0.54891  6.74220
C  4.04229  0.81137  6.61578
H  6.24598  0.44756  3.99516
H  5.26078  -1.87379  4.08291
H  3.66237  -2.45881  5.86392
H  3.16065  -0.87921  7.63377
H  3.88193  1.51927  7.41550
F  -4.18966  -3.55038  -8.10362
C  -5.22493  -3.01120  -7.47325
C  -5.29390  -3.11907  -6.14096
C  -6.20830  -2.38421  -5.42036
C  -7.14266  -1.61780  -6.11499
C  -7.11286  -1.52847  -7.48178
C  -6.14390  -2.20358  -8.15236
H  -4.55312  -3.78906  -5.73017
H  -6.16512  -2.45181  -4.34335
H  -7.93019  -1.09596  -5.59167
H  -7.74147  -0.75442  -7.89663
H  -5.84735  -2.00016  -9.17073
F  -2.06122  6.97534  6.51002
C  -2.08796  6.30014  7.60639
C  -2.78734  6.78071  8.71435
C  -2.70763  6.15963  9.93411
C  -2.10061  4.94278  9.99796
C  -1.50027  4.32766  8.86725
C  -1.45759  5.00222  7.68326
H  -3.31865  7.70060  8.51963
H  -3.19835  6.48991  10.83772
H  -2.09189  4.38530  10.92292
H  -1.20190  3.30589  9.04987
H  -1.05889  4.56524  6.77967
F  -9.68063  5.37762  -7.04519
C  -8.88436  5.32214  -5.92911
C  -7.51721  4.90068  -6.04026
C  -6.63504  5.01499  -5.01378
C  -7.12634  5.45315  -3.78491
C  -8.43142  5.76899  -3.57326
C  -9.33274  5.77305  -4.65770
H  -7.02942  4.52516  -6.92766
H  -5.58721  4.83355  -5.20230
H  -6.41345  5.56651  -2.98159
H  -8.71792  6.23483  -2.64197
H  -10.34910  6.13809  -4.66986